--- i ---
{"formula": "C6H10", "method": "wB97M-V/def2-TZVPD", "symbols": ["C", "C", "C", "C", "C", "C", "H", "H", "H", "H", "H", "H", "H", "H", "H", "H"], "xyz": [[1.09, 0.88, -0.75], [-0.25, 1.48, -1.04], [-0.28, 0.26, -0.22], [-0.69, 0.03, 1.24], [0.16, -1.25, 1.07], [-0.33, -1.26, -0.41], [1.83, 1.54, -0.29], [1.56, 0.31, -1.56], [-0.61, 1.52, -2.06], [-0.41, 2.35, -0.41], [-1.75, -0.27, 1.36], [-0.48, 0.81, 1.98], [0.02, -2.11, 1.72], [1.19, -0.91, 1.05], [-1.33, -1.72, -0.46], [0.29, -1.65, -1.21]], "mulliken_charge": [-0.9001, -0.5130, 0.6512, -0.6918, -0.5854, -0.7227, 0.2817, 0.2312, 0.2553, 0.2400, 0.2405, 0.3415, 0.3929, 0.2215, 0.2492, 0.3081], "molar_mass_g_mol": 82.15, "lumo_energy_ev": 1.20, "homo_ha": -0.3501, "homo_lumo_gap_ev": 10.72}

=====

--- ii ---
{"formula": "C6H10", "method": "wB97M-V/def2-TZVPD", "symbols": ["C", "C", "C", "C", "C", "C", "H", "H", "H", "H", "H", "H", "H", "H", "H", "H"], "xyz": [[-0.43, -2.22, -0.79], [-1.13, -1.15, -1.18], [-0.72, 0.26, -1.21], [0.32, 0.87, -0.64], [1.11, 0.47, 0.57], [0.38, 1.23, 1.70], [0.55, -2.16, -0.33], [-0.84, -3.22, -0.93], [-2.11, -1.33, -1.64], [-1.36, 0.90, -1.82], [0.48, 1.92, -0.88], [2.16, 0.77, 0.49], [1.10, -0.61, 0.77], [-0.33, 0.56, 2.19], [-0.23, 2.04, 1.28], [1.06, 1.67, 2.43]], "mulliken_charge": [-0.8235, -0.0109, -0.2984, -0.3435, -0.1815, -1.1085, 0.2326, 0.2497, 0.2618, 0.2687, 0.3737, 0.2880, 0.1574, 0.2923, 0.3219, 0.3201], "molar_mass_g_mol": 82.15, "lumo_energy_ev": 0.96, "homo_ha": -0.3140, "smiles": "C=C/C=C\\CC", "homo_lumo_gap_ev": 9.51}

=====

--- iii ---
{"formula": "C6H10", "method": "wB97M-V/def2-TZVPD", "symbols": ["C", "C", "C", "C", "C", "C", "H", "H", "H", "H", "H", "H", "H", "H", "H", "H"], "xyz": [[2.93, -0.68, 0.79], [1.72, -0.37, 0.03], [0.74, -0.03, -0.58], [-0.43, 0.53, -1.28], [-1.79, 0.12, -0.70], [-1.89, 0.22, 0.82], [3.39, -1.62, 0.48], [3.67, 0.12, 0.66], [2.71, -0.75, 1.86], [-0.39, 0.26, -2.34], [-0.33, 1.63, -1.23], [-2.55, 0.77, -1.16], [-2.02, -0.90, -1.01], [-1.17, -0.46, 1.30], [-2.89, -0.07, 1.16], [-1.69, 1.23, 1.18]], "mulliken_charge": [-1.2737, 0.7461, -0.1916, -0.7425, -0.3840, -1.0845, 0.3032, 0.2798, 0.2854, 0.3040, 0.2802, 0.2834, 0.2760, 0.2939, 0.3344, 0.2899], "molar_mass_g_mol": 82.15, "lumo_energy_ev": 1.07, "homo_ha": -0.3431, "smiles": "CC#CCCC", "homo_lumo_gap_ev": 10.41}

=====

--- iv ---
{"formula": "C6H10", "method": "wB97M-V/def2-TZVPD", "symbols": ["C", "C", "C", "C", "C", "C", "H", "H", "H", "H", "H", "H", "H", "H", "H", "H"], "xyz": [[-0.65, 0.14, -1.49], [-0.73, -0.03, 0.04], [-0.49, -1.51, 0.39], [0.20, 1.44, 1.21], [1.36, 0.88, 0.65], [2.11, 0.18, -0.01], [-1.54, -0.34, -1.93], [0.22, -0.35, -1.96], [-0.66, 1.19, -1.79], [-1.64, 0.35, 0.45], [-0.38, -1.67, 1.47], [-1.38, -2.08, 0.06], [0.37, -1.97, -0.12], [0.02, 2.51, 0.98], [0.09, 1.34, 2.31], [3.09, -0.07, -0.27]], "mulliken_charge": [-1.2127, 0.0945, -1.2097, -0.6780, -0.0883, -0.3291, 0.3895, 0.2884, 0.3348, 0.4263, 0.3355, 0.3867, 0.2879, 0.2819, 0.2851, 0.4070], "molar_mass_g_mol": 82.15, "lumo_energy_ev": 0.98, "homo_ha": -0.3008, "homo_lumo_gap_ev": 9.16}

=====

iii is the most stable structure; the next one sits 0.051 eV above it.